{
  "formula": "C49H49IrO2P2Sb2",
  "method": "ωB97M-V/def2-TZVPD",
  "homo_ev": [-15.72, -15.59],
  "largest_force_ha_per_bohr": 0.046,
  "charge": 3,
  "s2": 0.867,
  "molar_mass_g_mol": 1167.6,
  "lumo_energy_ev": [-10.0, -10.0],
  "e_above_lowest_kcal_mol": 50.8,
  "total_energy_ev": -90168.295,
  "multiplicity": 2,
  "elements": ["Ir", "C", "C", "C", "Sb", "C", "C", "C", "C", "C", "C", "C", "C", "C", "C", "C", "C", "Sb", "C", "C", "C", "C", "C", "C", "C", "C", "C", "C", "C", "C", "H", "H", "H", "H", "H", "H", "H", "H", "H", "H", "H", "H", "H", "H", "H", "H", "H", "H", "H", "H", "H", "H", "H", "H", "H", "H", "O", "C", "O", "C", "C", "C", "C", "C", "C", "P", "C", "C", "C", "C", "C", "C", "C", "C", "C", "C", "C", "C", "H", "H", "H", "H", "H", "H", "H", "H", "H", "H", "H", "H", "H", "H", "C", "P", "C", "C", "H", "H", "H", "H", "H", "H", "H", "H", "H"],
  "xyz": [[-0.072, -0.149, -0.294], [-2.366, 2.646, -0.144], [-3.555, 1.731, 0.132], [-3.394, 0.812, 1.337], [-2.165, -0.906, 1.012], [-3.503, -2.315, 0.234], [-3.403, -2.786, -1.072], [-4.346, -3.695, -1.534], [-5.366, -4.121, -0.692], [-5.456, -3.643, 0.610], [-4.520, -2.735, 1.087], [-1.740, -1.590, 2.943], [-1.802, -2.958, 3.203], [-1.549, -3.413, 4.491], [-1.221, -2.512, 5.495], [-1.137, -1.150, 5.223], [-1.391, -0.682, 3.941], [-1.041, 1.902, -1.650], [0.167, 3.552, -2.060], [0.512, 3.786, -3.389], [1.303, 4.885, -3.686], [1.748, 5.720, -2.665], [1.409, 5.464, -1.343], [0.618, 4.368, -1.026], [-2.333, 1.766, -3.294], [-2.642, 0.564, -3.922], [-3.544, 0.575, -4.978], [-4.116, 1.773, -5.387], [-3.797, 2.966, -4.747], [-2.894, 2.976, -3.692], [-1.788, 2.878, 0.751], [-2.691, 3.592, -0.584], [-3.825, 1.153, -0.757], [-4.426, 2.361, 0.325], [-4.353, 0.366, 1.606], [-3.004, 1.329, 2.215], [-2.612, -2.445, -1.731], [-4.289, -4.070, -2.548], [-6.100, -4.829, -1.056], [-6.254, -3.979, 1.260], [-4.592, -2.369, 2.105], [-2.072, -3.664, 2.427], [-1.616, -4.472, 4.709], [-1.034, -2.870, 6.500], [-0.886, -0.451, 6.011], [-1.330, 0.382, 3.743], [0.160, 3.141, -4.186], [1.572, 5.090, -4.714], [2.355, 6.583, -2.906], [1.757, 6.120, -0.554], [0.340, 4.182, 0.005], [-2.188, -0.368, -3.608], [-3.798, -0.349, -5.481], [-4.809, 1.781, -6.218], [-4.246, 3.896, -5.071], [-2.635, 3.913, -3.211], [1.499, 0.983, -2.382], [1.999, -0.005, -1.863], [1.309, -1.123, -1.681], [3.345, 0.022, -1.221], [4.526, -0.023, -1.944], [5.739, -0.003, -1.266], [5.768, 0.055, 0.122], [4.583, 0.111, 0.845], [3.362, 0.109, 0.176], [1.822, 0.376, 1.099], [1.921, -0.627, 2.582], [1.566, -1.976, 2.499], [1.694, -2.798, 3.606], [2.168, -2.269, 4.803], [2.498, -0.923, 4.896], [2.374, -0.096, 3.787], [1.780, 2.094, 1.628], [0.620, 2.521, 2.289], [0.537, 3.809, 2.789], [1.613, 4.680, 2.627], [2.754, 4.265, 1.956], [2.841, 2.974, 1.446], [4.502, -0.078, -3.026], [6.665, -0.032, -1.825], [6.716, 0.071, 0.644], [4.612, 0.155, 1.927], [1.186, -2.382, 1.563], [1.424, -3.845, 3.543], [2.278, -2.911, 5.669], [2.855, -0.516, 5.833], [2.636, 0.953, 3.863], [-0.203, 1.826, 2.431], [-0.354, 4.138, 3.311], [1.558, 5.684, 3.031], [3.588, 4.945, 1.832], [3.736, 2.663, 0.920], [2.619, -4.437, -3.790], [2.029, -3.374, -2.460], [0.372, -3.918, -2.041], [3.107, -3.635, -1.051], [2.539, -5.474, -3.447], [3.659, -4.206, -4.017], [2.017, -4.302, -4.689], [0.413, -4.986, -1.805], [-0.297, -3.768, -2.888], [0.001, -3.366, -1.179], [3.008, -4.679, -0.739], [2.835, -2.971, -0.231], [4.143, -3.447, -1.336]]
}